{
  "formula": "C30H71O12S",
  "method": "ωB97M-V/def2-TZVPD",
  "species": ["C", "C", "O", "C", "S", "C", "C", "C", "O", "C", "C", "C", "C", "H", "H", "H", "H", "H", "H", "H", "H", "H", "H", "H", "H", "H", "H", "H", "H", "H", "H", "H", "H", "H", "C", "O", "C", "C", "O", "C", "H", "H", "H", "H", "H", "H", "H", "H", "H", "H", "C", "O", "C", "C", "O", "C", "H", "H", "H", "H", "H", "H", "H", "H", "H", "H", "C", "O", "C", "C", "O", "C", "H", "H", "H", "H", "H", "H", "H", "H", "H", "H", "C", "O", "C", "C", "O", "C", "H", "H", "H", "H", "H", "H", "H", "H", "H", "H", "C", "O", "C", "C", "O", "C", "H", "H", "H", "H", "H", "H", "H", "H", "H", "H"],
  "coordinates": [[0.841386, 1.465163, 2.857432], [-0.013809, 2.649385, 2.211925], [-0.160465, 2.415434, 0.788782], [-1.453624, 1.922401, 0.470431], [-1.454447, 0.047981, 0.636478], [-0.161508, -0.647888, -0.467029], [0.909044, -1.478707, 0.536966], [0.359578, -2.984673, 0.993907], [0.456971, -1.674938, 1.922307], [-3.157578, -0.539374, 0.116501], [-3.777058, 0.487590, -0.951788], [-4.151236, -0.517951, 1.377076], [-3.994699, -1.806987, 2.307237], [1.503700, 0.949316, 2.098506], [1.435006, 1.901224, 3.708146], [0.112571, 0.693868, 3.233342], [0.564731, 3.611878, 2.373602], [-0.984199, 2.771775, 2.767396], [-1.648183, 2.233210, -0.603037], [-2.278018, 2.377326, 1.100386], [-0.528572, -1.428094, -1.184610], [0.531627, 0.105210, -0.929837], [2.047327, -1.363729, 0.317798], [0.474650, -3.507685, 1.982042], [1.396807, -3.383104, 0.633792], [-3.126490, -1.565452, -0.354624], [-4.724779, 0.019248, -1.332844], [-3.058721, 0.779324, -1.762931], [-4.094310, 1.397179, -0.350734], [-5.189133, -0.458044, 0.943210], [-3.943605, 0.426238, 1.963208], [-4.051360, -1.479876, 3.392490], [-3.056762, -2.393945, 2.122487], [-4.934362, -2.421323, 2.146665], [3.303326, -5.627313, 2.148990], [3.394784, -5.534684, 0.733729], [4.746488, -5.500241, 0.278931], [5.180452, -6.848292, -0.275233], [5.256428, -7.829849, 0.753520], [4.135764, -8.703658, 0.750976], [2.269238, -5.859061, 2.407643], [3.946582, -6.416732, 2.544524], [3.574345, -4.667952, 2.601307], [5.419034, -5.168260, 1.076472], [4.790906, -4.759102, -0.525942], [6.186658, -6.747618, -0.694123], [4.513978, -7.175526, -1.079147], [4.202044, -9.393385, -0.095364], [3.192715, -8.153806, 0.707416], [4.157092, -9.283008, 1.675616], [1.201622, -0.000753, -6.830769], [2.230418, 0.733057, -6.179695], [1.719201, 1.656380, -5.225725], [1.879223, 1.131374, -3.807488], [1.043825, -0.003762, -3.574808], [1.771312, -1.224256, -3.622769], [1.666239, -0.819119, -7.380683], [0.490159, -0.420986, -6.115048], [0.674809, 0.645140, -7.538917], [0.673899, 1.902168, -5.439288], [2.305811, 2.574751, -5.327699], [1.560116, 1.910304, -3.106946], [2.926121, 0.895723, -3.592887], [2.389627, -1.325007, -2.723982], [2.400099, -1.286729, -4.512902], [1.053807, -2.047050, -3.647134], [9.713001, -10.149088, 2.453652], [9.222242, -8.992377, 1.791586], [7.939071, -8.594739, 2.270767], [8.043969, -7.405715, 3.212746], [8.697674, -7.759945, 4.428219], [10.048317, -7.324252, 4.462271], [10.764845, -10.268117, 2.192316], [9.631702, -10.057526, 3.539706], [9.163610, -11.032928, 2.115456], [7.423266, -9.433218, 2.750457], [7.353638, -8.299042, 1.398389], [7.033246, -7.079670, 3.479310], [8.551078, -6.565328, 2.727346], [10.087772, -6.239428, 4.601879], [10.586414, -7.600093, 3.552383], [10.536533, -7.803359, 5.312592], [-4.503624, 4.831453, -0.048135], [-5.128269, 4.090100, -1.085550], [-6.209584, 4.805399, -1.684590], [-5.807096, 5.400001, -3.025011], [-4.842399, 6.435645, -2.862458], [-3.527876, 6.003069, -3.176674], [-3.572191, 4.326405, 0.216360], [-4.268856, 5.850460, -0.365033], [-5.152093, 4.859169, 0.832868], [-6.588556, 5.579063, -1.008773], [-7.014498, 4.082350, -1.848948], [-6.689197, 5.855694, -3.484427], [-5.437810, 4.625399, -3.704561], [-3.420247, 5.890994, -4.259570], [-3.281422, 5.060592, -2.680510], [-2.829367, 6.768521, -2.834197], [-7.545255, 11.519981, 1.188443], [-6.417910, 10.747073, 1.577777], [-6.786423, 9.476460, 2.102343], [-6.569615, 8.371125, 1.080325], [-7.470934, 8.492285, -0.015132], [-6.851133, 9.052139, -1.165846], [-7.187378, 12.373632, 0.612686], [-8.234250, 10.943639, 0.566036], [-8.068781, 11.887852, 2.075743], [-7.821353, 9.484933, 2.458780], [-6.137517, 9.289829, 2.964508], [-6.776503, 7.406923, 1.557184], [-5.531373, 8.357961, 0.732192], [-6.183238, 8.316455, -1.622883], [-6.293524, 9.960258, -0.925476], [-7.633943, 9.306349, -1.882696]],
  "atomic_forces_ev_per_a": [[-1.001, 0.302, -0.044], [1.921, -0.155, 1.297], [-2.205, -0.393, 0.682], [0.618, 1.633, -1.676], [-0.402, -0.676, 0.366], [2.598, -1.182, 1.068], [-3.929, -0.562, 2.168], [2.225, 0.719, -0.545], [3.520, 1.220, -3.809], [-1.909, 0.979, -1.075], [0.087, -0.144, 1.201], [1.319, -0.553, -0.072], [-1.221, 0.798, 0.298], [-0.607, 0.913, 0.871], [-0.503, -0.741, -0.849], [0.971, 0.609, -0.160], [-0.753, -1.058, -0.658], [0.699, -0.209, -0.855], [0.185, -0.708, 1.204], [0.888, -1.009, -0.413], [0.014, 1.187, 0.614], [-1.371, -0.262, 0.076], [-2.199, -0.297, 0.496], [-1.533, -0.722, -1.019], [-0.131, 0.520, 1.379], [0.614, 1.030, 0.780], [1.075, 0.494, 0.068], [-0.877, -0.399, 0.616], [0.379, -0.822, -1.014], [1.109, 0.022, 0.507], [-0.362, -0.912, -0.641], [0.310, -0.499, -1.279], [-0.942, 0.560, 0.141], [1.425, 0.315, 0.131], [-0.095, 0.038, -0.124], [0.129, -0.009, 0.252], [-0.294, -0.077, -0.420], [0.394, 0.066, 0.367], [-0.512, 0.179, -0.200], [0.116, -0.130, 0.132], [0.017, 0.012, -0.084], [0.007, 0.044, -0.003], [0.062, -0.033, 0.133], [-0.017, -0.114, 0.009], [0.061, -0.021, -0.006], [-0.017, 0.043, -0.037], [-0.049, 0.057, 0.063], [-0.104, -0.007, -0.019], [0.017, 0.012, -0.045], [0.096, 0.054, -0.068], [0.143, 0.007, -0.083], [-0.363, -0.079, 0.232], [0.564, -0.078, -0.092], [-0.468, 0.214, -0.086], [0.258, -0.136, 0.058], [-0.236, -0.032, 0.019], [0.056, 0.100, 0.017], [-0.015, 0.038, -0.008], [-0.097, -0.054, 0.000], [0.000, -0.077, 0.080], [-0.042, 0.016, 0.065], [0.036, 0.043, -0.014], [-0.026, -0.033, -0.104], [0.152, -0.066, -0.043], [0.029, 0.032, 0.055], [-0.008, 0.100, 0.015], [0.068, 0.108, -0.128], [-0.044, -0.165, 0.374], [0.301, 0.413, -0.446], [-0.252, -0.440, 0.326], [0.205, 0.130, -0.257], [-0.055, -0.088, 0.172], [-0.064, 0.040, -0.066], [-0.038, -0.015, -0.015], [0.007, -0.077, 0.091], [0.053, 0.056, 0.089], [-0.023, -0.035, 0.111], [-0.027, 0.005, -0.059], [0.056, -0.082, -0.044], [0.099, 0.036, -0.056], [-0.030, 0.036, -0.022], [-0.118, 0.033, -0.022], [-0.128, -0.126, -0.101], [0.186, 0.212, 0.178], [-0.011, -0.358, -0.340], [-0.200, 0.437, 0.269], [0.183, -0.393, 0.045], [-0.013, 0.264, 0.002], [-0.018, -0.033, -0.040], [-0.011, -0.010, 0.029], [0.042, 0.113, 0.064], [0.079, 0.041, -0.064], [-0.013, 0.052, -0.005], [-0.022, -0.056, 0.014], [0.022, -0.025, 0.085], [0.079, -0.091, -0.003], [-0.034, -0.038, -0.026], [-0.117, 0.009, -0.042], [0.121, 0.063, 0.005], [-0.320, -0.171, -0.090], [0.548, 0.122, -0.069], [-0.553, -0.045, 0.078], [0.296, 0.107, 0.027], [-0.132, -0.067, -0.108], [0.066, -0.046, 0.079], [-0.002, -0.010, 0.042], [-0.102, 0.012, -0.039], [0.002, -0.049, -0.111], [-0.031, -0.054, 0.010], [0.026, -0.003, 0.058], [-0.008, 0.113, 0.011], [0.117, 0.076, -0.068], [0.014, -0.031, 0.035], [-0.009, -0.076, 0.109]],
  "mulliken_charge": [-0.77, -0.18, -0.37, -0.60, 0.40, -0.42, 0.40, -1.09, -0.32, -0.18, -1.22, -0.45, -1.04, 0.07, 0.42, 0.22, 0.39, 0.23, 0.39, 0.35, 0.49, 0.20, 0.46, 0.49, 0.14, 0.48, 0.43, 0.23, 0.26, 0.48, 0.23, 0.29, 0.25, 0.33, -0.79, -0.31, -0.59, -0.55, -0.26, -0.82, 0.24, 0.37, 0.32, 0.35, 0.38, 0.38, 0.39, 0.31, 0.33, 0.25, -0.67, -0.37, -0.63, -0.45, -0.24, -0.87, 0.25, 0.26, 0.33, 0.34, 0.39, 0.32, 0.38, 0.29, 0.45, 0.24, -0.74, -0.41, -0.03, -0.37, -0.39, -0.72, 0.26, 0.32, 0.32, 0.28, 0.04, 0.21, 0.35, 0.32, 0.32, 0.25, -0.53, -0.23, -0.35, -0.61, -0.33, -0.70, -0.08, 0.38, 0.32, 0.17, 0.35, 0.39, 0.39, 0.31, 0.24, 0.25, -0.71, -0.38, -0.76, -0.20, -0.38, -0.47, 0.24, 0.31, 0.33, 0.35, 0.39, 0.34, 0.29, 0.05, 0.35, 0.27],
  "energy_ha": -2485.93536,
  "total_charge": 1,
  "fmax_ev_per_a": 5.3,
  "gap_ev": 7.05,
  "lumo_ev": -3.10
}